<one>
C7H7NO2 | ωB97M-V/def2-TZVPD

Geometry (Å):
O (0.0703, -2.9231, 1.4259)
C (-0.1015, -2.6803, 0.2681)
C (-0.4884, -1.3048, -0.2870)
O (-1.1451, -1.5533, -1.4994)
C (-1.2539, -0.3885, 0.7358)
N (-0.2141, 0.6034, 0.5395)
C (0.4014, 1.7694, 0.8063)
C (1.5726, 1.7561, 0.0776)
C (1.6749, 0.5340, -0.6327)
C (0.5321, -0.1427, -0.3156)
H (-0.0191, -3.4372, -0.5280)
H (-1.3206, -0.7156, -1.9443)
H (-2.2495, -0.0756, 0.4113)
H (-1.2876, -0.7945, 1.7488)
H (-0.0066, 2.5189, 1.4541)
H (2.2937, 2.5495, 0.0435)
H (2.4767, 0.2314, -1.2743)

Output
- structure (SMILES) = O=C[C@@]1(O)Cn2cccc21
- frontier orbital gap (eV) = 9.22
- total charge = 0

<two>
C7H7NO2 | ωB97M-V/def2-TZVPD

Geometry (Å):
H (-2.4699, 2.8818, 0.2280)
N (-1.4614, 2.6614, 0.3678)
C (-1.1819, 1.6405, -0.3280)
O (-2.1815, 1.0321, -1.0463)
C (0.0163, 0.8619, -0.1184)
C (1.0237, 0.1966, -0.0267)
C (2.2680, -0.5853, 0.0911)
O (2.0339, -1.8784, 0.5886)
C (3.0179, -0.5855, -1.2564)
C (4.2828, -1.3177, -1.1927)
C (5.3349, -1.9152, -1.1547)
H (-1.9136, 0.1531, -1.3411)
H (2.9010, -0.0884, 0.8419)
H (1.4735, -2.3695, -0.0221)
H (2.3670, -1.0214, -2.0305)
H (3.2124, 0.4563, -1.5495)
H (6.2776, -2.4328, -1.1257)

Output
- structure (SMILES) = [H]/N=C(\O)C#C[C@@H](O)CC#C
- frontier orbital gap (eV) = 10.42
- total charge = 0

Of them, the most stable is <one> and the least stable is <two>.

<one>
C32H48O24 | ωB97M-V/def2-TZVPD

Geometry (Å):
C (0.4359, -7.9823, 1.1383)
C (0.0728, -6.4938, 1.4461)
C (1.0638, -5.7577, 2.3063)
O (1.2568, -4.4963, 1.6950)
C (0.8025, -4.5658, 0.4639)
O (1.0385, -3.7296, -0.4171)
O (0.0726, -5.7272, 0.2436)
H (0.3341, -8.5662, 2.0531)
H (1.4408, -8.0998, 0.7327)
H (-0.3290, -8.3604, 0.4600)
H (-0.8317, -6.5411, 2.0525)
H (1.9423, -6.3710, 2.5071)
H (0.5750, -5.4793, 3.2399)
C (-0.4146, 3.2828, 4.4070)
C (0.0614, 4.3087, 5.4126)
C (1.1503, 5.3086, 4.9712)
O (0.8695, 6.5503, 5.5281)
C (-0.3763, 6.4915, 5.9017)
O (-0.9668, 7.4461, 6.3519)
O (-0.9275, 5.2315, 5.7129)
H (-0.9129, 2.4294, 4.8670)
H (0.3894, 2.8797, 3.7912)
H (-1.1244, 3.7230, 3.7067)
H (0.4697, 3.7733, 6.2698)
H (1.3468, 5.3419, 3.8996)
H (2.0528, 4.8654, 5.3921)
C (-5.1493, -3.4338, -0.2797)
C (-4.3970, -3.9108, 1.0052)
C (-3.1729, -4.7548, 0.7465)
O (-2.1994, -4.2953, 1.6596)
C (-2.6632, -3.0535, 2.0759)
O (-2.0668, -2.2662, 2.8533)
O (-3.7757, -2.7441, 1.4718)
H (-5.9457, -4.1654, -0.4166)
H (-4.4582, -3.4685, -1.1218)
H (-5.6519, -2.4674, -0.3202)
H (-5.1018, -4.4120, 1.6686)
H (-2.8983, -4.6932, -0.3066)
H (-3.3642, -5.8130, 0.9248)
C (1.1647, -0.7243, 3.6336)
C (2.3345, -0.4216, 4.5979)
C (3.3344, 0.6251, 4.0920)
O (3.2704, 1.6237, 5.0341)
C (2.4336, 1.2534, 6.0812)
O (2.1673, 1.9006, 7.1094)
O (1.7952, 0.1252, 5.7177)
H (0.5526, 0.1615, 3.4641)
H (0.4006, -1.3344, 4.1154)
H (1.3890, -1.1335, 2.6485)
H (2.8887, -1.3111, 4.8973)
H (2.9870, 1.1171, 3.1836)
H (4.3368, 0.2342, 3.9171)
C (-1.4254, -0.4046, -0.7710)
C (-0.4370, -0.0385, 0.3088)
C (0.9966, -0.1492, -0.1050)
O (1.5222, 1.0007, 0.4545)
C (0.5543, 1.9451, 0.7102)
O (0.7609, 3.0942, 1.0832)
O (-0.6028, 1.3423, 0.4476)
H (-1.1253, 0.0740, -1.7032)
H (-2.4741, -0.1968, -0.5582)
H (-1.3374, -1.4714, -0.9765)
H (-0.6896, -0.4782, 1.2736)
H (1.0016, -0.0518, -1.1906)
H (1.5164, -1.0696, 0.1612)
C (4.0769, 1.4450, -3.6005)
C (2.6984, 1.0867, -4.2089)
C (2.7571, 0.4612, -5.6126)
O (1.7983, -0.5350, -5.5811)
C (1.4816, -0.7387, -4.2805)
O (0.6740, -1.6074, -3.8712)
O (2.1794, 0.0640, -3.4341)
H (4.8397, 0.6694, -3.5320)
H (4.0834, 2.0368, -2.6852)
H (4.5191, 2.0710, -4.3754)
H (1.9562, 1.8848, -4.1929)
H (3.7834, 0.1691, -5.8350)
H (2.4949, 1.1506, -6.4152)
C (-3.3732, -0.8630, -3.8369)
C (-2.7739, -0.8443, -5.3257)
C (-1.9771, -2.1002, -5.6696)
O (-2.5971, -2.5044, -6.7844)
C (-3.7285, -1.8204, -7.1001)
O (-4.4432, -2.0053, -8.0757)
O (-3.8135, -0.8411, -6.2310)
H (-3.6972, 0.1289, -3.5218)
H (-2.4179, -0.9648, -3.3218)
H (-3.9742, -1.7279, -3.5561)
H (-2.0979, 0.0052, -5.4225)
H (-1.8948, -2.8804, -4.9130)
H (-0.9170, -1.8894, -5.8108)
C (0.2669, 4.3117, -2.1613)
C (1.3708, 5.2821, -1.6649)
C (1.7619, 6.3417, -2.6470)
O (1.6708, 7.4854, -1.9159)
C (1.1872, 7.2843, -0.6978)
O (0.7747, 8.1558, 0.1024)
O (0.9730, 6.0136, -0.5617)
H (0.7185, 3.9477, -3.0842)
H (-0.6402, 4.8151, -2.4960)
H (0.1081, 3.4586, -1.5016)
H (2.2785, 4.7492, -1.3816)
H (1.1335, 6.3504, -3.5377)
H (2.7968, 6.2582, -2.9788)

Output
- structure (SMILES) = C[C@H]1COC(=O)O1.C[C@H]1COC(=O)O1.C[C@H]1COC(=O)O1.C[C@H]1COC(=O)O1.C[C@H]1COC(=O)O1.C[C@H]1COC(=O)O1.C[C@H]1COC(=O)O1.C[C@H]1COC(=O)O1
- frontier orbital gap (eV) = 9.98
- total charge = 0

<two>
C32H48O24 | ωB97M-V/def2-TZVPD

Geometry (Å):
C (14.8856, 12.1254, 4.6787)
C (14.0751, 11.3568, 5.6919)
C (14.8106, 10.1207, 6.2156)
O (14.7813, 10.2612, 7.6370)
C (14.4769, 11.5522, 7.9434)
O (14.4879, 11.9789, 9.0624)
O (13.9704, 12.1501, 6.8807)
H (14.5087, 13.0696, 4.2801)
H (15.0019, 11.5636, 3.7464)
H (15.8728, 12.3566, 5.0811)
H (13.0732, 11.0283, 5.4094)
H (15.8028, 10.0751, 5.7526)
H (14.4035, 9.1239, 6.0470)
C (18.7784, 7.7575, 2.6770)
C (19.3498, 6.8806, 1.5866)
C (18.5906, 5.5847, 1.4213)
O (17.5896, 5.8588, 0.4413)
C (17.9750, 6.9561, -0.2100)
O (17.3220, 7.5102, -1.0506)
O (19.1140, 7.4534, 0.2656)
H (18.5745, 7.1249, 3.5471)
H (17.8237, 8.2360, 2.4616)
H (19.4776, 8.4961, 3.0694)
H (20.3925, 6.6292, 1.7694)
H (18.1867, 5.2438, 2.3708)
H (19.1938, 4.8044, 0.9536)
C (16.2729, 2.6948, 3.8221)
C (15.7918, 4.0915, 3.4418)
C (14.3196, 4.3614, 3.7628)
O (14.3440, 5.5473, 4.5508)
C (15.5954, 5.9960, 4.6564)
O (15.9188, 7.0225, 5.1895)
O (16.5010, 5.1414, 4.1620)
H (17.3355, 2.5750, 3.5827)
H (15.8375, 1.9136, 3.1971)
H (16.1516, 2.4993, 4.8862)
H (16.1329, 4.3146, 2.4281)
H (13.7621, 3.5613, 4.2411)
H (13.8913, 4.5082, 2.7664)
C (22.3388, -0.9560, 2.0582)
C (22.2336, 0.5597, 2.1687)
C (22.2835, 1.2589, 0.8221)
O (21.2102, 2.1997, 0.8866)
C (20.5513, 2.1045, 2.0195)
O (19.5904, 2.7207, 2.3706)
O (21.0061, 1.0411, 2.7472)
H (23.3756, -1.0582, 1.7377)
H (21.6182, -1.3873, 1.3616)
H (22.0783, -1.4236, 3.0076)
H (23.0010, 0.8857, 2.8761)
H (22.1174, 0.5475, 0.0148)
H (23.2172, 1.8006, 0.6856)
C (10.2564, 3.9103, 4.8405)
C (9.6984, 2.5641, 5.2802)
C (8.7488, 2.5310, 6.5117)
O (7.8225, 1.5361, 6.1306)
C (7.9835, 1.1939, 4.8161)
O (7.4936, 0.2303, 4.3131)
O (8.8600, 2.0120, 4.2638)
H (11.2584, 4.0735, 5.2318)
H (9.5925, 4.7306, 5.1193)
H (10.3060, 3.9710, 3.7526)
H (10.4988, 1.8749, 5.5586)
H (8.3737, 3.5332, 6.7141)
H (9.3622, 2.0476, 7.2711)
C (18.5197, -3.1869, 2.7837)
C (17.7388, -1.8569, 2.7401)
C (18.6036, -0.5715, 2.6658)
O (18.1421, -0.0160, 1.4101)
C (17.1143, -0.7379, 0.8961)
O (16.4671, -0.3996, -0.0394)
O (16.9835, -1.8903, 1.5557)
H (19.4215, -2.9892, 3.3805)
H (18.7390, -3.5821, 1.7998)
H (18.0756, -3.9058, 3.4744)
H (17.0226, -1.7604, 3.5645)
H (19.6266, -0.9390, 2.6162)
H (18.6181, 0.0965, 3.5219)
C (17.3534, 3.8522, 8.7675)
C (16.0544, 3.0973, 8.5915)
C (14.9366, 3.8110, 9.3471)
O (13.7883, 3.4152, 8.5375)
C (14.2003, 3.0387, 7.3299)
O (13.4707, 2.6032, 6.4975)
O (15.5553, 3.1041, 7.2616)
H (17.4223, 4.4066, 9.7020)
H (17.6679, 4.4450, 7.9084)
H (18.2012, 3.1598, 8.8345)
H (16.1732, 2.0559, 8.8956)
H (14.9382, 4.8930, 9.2302)
H (14.8087, 3.4610, 10.3657)
C (16.9607, 2.9398, -0.6113)
C (15.4550, 2.8882, -0.8718)
C (14.8265, 2.0803, 0.2302)
O (13.7602, 2.9466, 0.6892)
C (13.8166, 4.1676, 0.0766)
O (13.0321, 5.0264, 0.2663)
O (14.8692, 4.1726, -0.7610)
H (17.1648, 3.3553, 0.3744)
H (17.5237, 3.4647, -1.3805)
H (17.3549, 1.9241, -0.5188)
H (15.0698, 2.5244, -1.8256)
H (15.3783, 1.7452, 1.1114)
H (14.3094, 1.1531, -0.0297)

Output
- structure (SMILES) = C[C@H]1COC(=O)O1.C[C@H]1COC(=O)O1.C[C@H]1COC(=O)O1.C[C@H]1COC(=O)O1.C[C@H]1COC(=O)O1.C[C@H]1COC(=O)O1.C[C@H]1COC(=O)O1.C[C@H]1COC(=O)O1
- frontier orbital gap (eV) = 10.32
- total charge = 0

Of them, the most stable is <two> and the least stable is <one>.

<one>
C4H14N | ωB97M-V/def2-TZVPD

Geometry (Å):
C (0.8942, -0.6893, -2.1008)
C (0.0866, -1.9683, -1.8222)
H (0.5547, -0.2097, -3.0066)
H (0.7435, -0.0240, -1.2512)
H (1.9667, -0.8572, -2.1629)
H (-0.9224, -1.7110, -1.4821)
H (0.5553, -2.6416, -1.0993)
H (0.0141, -2.5346, -2.7497)
C (-0.2119, 0.9561, 1.9024)
C (0.5075, 1.8320, 0.9124)
N (-1.1550, -0.0126, 1.1877)
H (0.4733, 0.4127, 2.5464)
H (-0.8388, 1.5252, 2.5748)
H (1.3393, 1.3212, 0.4251)
H (0.8224, 2.7525, 1.3945)
H (-0.7297, -0.3667, 0.3322)
H (-1.5310, -0.7180, 1.8193)
H (-1.9223, 0.6036, 0.8930)
H (-0.1731, 2.1894, 0.1309)

Output
- frontier orbital gap (eV) = 11.79
- total charge = +1

<two>
C4H14N | ωB97M-V/def2-TZVPD

Geometry (Å):
C (-2.3614, 0.9396, -1.4349)
N (-1.8461, -0.3747, -1.0239)
H (-3.1696, 0.7936, -2.1466)
H (-1.6348, 1.5803, -1.9375)
H (-2.6832, 1.5944, -0.6278)
H (-2.3905, -0.8328, -0.2919)
H (-1.7287, -1.0316, -1.8027)
H (-0.8583, -0.3630, -0.7267)
C (1.3547, -0.5009, 2.1437)
C (1.6079, -0.6977, 0.6437)
C (1.6020, 0.5992, -0.1505)
H (0.3688, -0.0451, 2.2978)
H (1.5115, -1.4068, 2.7162)
H (2.0014, 0.2887, 2.5377)
H (2.5802, -1.1891, 0.5839)
H (0.8960, -1.4439, 0.2619)
H (1.8169, 0.4456, -1.2083)
H (2.3635, 1.2572, 0.2638)
H (0.6862, 1.1926, -0.0523)

Output
- frontier orbital gap (eV) = 10.91
- total charge = +1

<three>
C4H14N | ωB97M-V/def2-TZVPD

Geometry (Å):
C (-1.0032, 0.3359, -0.8042)
C (-1.5241, 1.4502, 0.0512)
N (-2.1793, -0.7154, -0.7905)
H (-1.0158, 0.6340, -1.8304)
H (0.0455, -0.0057, -0.5796)
H (-0.6247, 2.0760, 0.2555)
H (-1.8100, 1.2819, 1.0800)
H (-2.6448, -0.7825, 0.1167)
H (-2.8557, -0.3540, -1.5127)
H (-1.8828, -1.6871, -1.0082)
H (-2.2958, 2.0754, -0.3692)
C (1.9933, -0.4582, 1.4031)
C (2.5316, -0.6012, -0.0663)
H (2.6133, -0.8736, 2.1854)
H (1.8234, 0.6052, 1.5400)
H (0.9706, -0.8381, 1.4227)
H (2.5452, -1.6639, -0.2595)
H (1.7513, -0.1210, -0.6117)
H (3.5620, -0.3578, -0.2220)

Output
- frontier orbital gap (eV) = 10.88
- total charge = +1

Of them, the most stable is <one> and the least stable is <three>.

<one>
BrIO2S2 | ωB97M-V/def2-TZVPD

Geometry (Å):
O (-0.6846, 1.0799, -1.6048)
O (0.3631, -0.7314, 1.7563)
S (-1.3872, 0.2021, -0.6435)
S (0.5273, -0.4509, 0.3684)
Br (1.9312, -2.1689, -0.3491)
I (1.8996, 1.5315, 0.0532)

Output
- frontier orbital gap (alpha / beta) (eV) = 5.92 / 6.72
- total charge = 0

<two>
BrIO2S2 | ωB97M-V/def2-TZVPD

Geometry (Å):
O (-1.0845, 0.1569, -0.1086)
O (1.4841, 0.5616, 0.0486)
S (0.5200, 0.1637, -0.8582)
S (-2.1343, -0.9002, 0.7014)
Br (-1.0674, -1.1124, 2.5456)
I (0.9561, -2.2264, -1.1273)

Output
- frontier orbital gap (eV) = 8.26
- total charge = 0

Of them, the most stable is <two> and the least stable is <one>.

<one>
CH4N3P | ωB97M-V/def2-TZVPD

Geometry (Å):
N (-1.5693, -1.9414, -1.0407)
C (-0.9846, -1.2626, -0.3392)
P (-0.3962, 0.1612, 0.7539)
N (1.2326, -0.2523, 0.7445)
N (-0.2967, 1.3691, -0.3973)
H (1.6496, -1.2858, 0.7752)
H (1.6038, 0.3430, 1.4506)
H (-0.0953, 0.9419, -1.4202)
H (-1.1441, 1.9267, -0.5267)

Output
- structure (SMILES) = N#CP(N)N
- frontier orbital gap (eV) = 10.03
- total charge = 0

<two>
CH4N3P | ωB97M-V/def2-TZVPD

Geometry (Å):
C (0.4980, 1.0204, -0.0444)
N (1.1005, 0.2885, 0.9848)
N (0.6768, -1.2992, 0.7514)
N (-0.2816, -1.3350, -0.0942)
P (-0.9491, 0.1158, -0.8368)
H (0.1929, 2.0084, 0.3200)
H (1.2323, 1.1810, -0.8613)
H (-0.5547, -2.2595, -0.4105)
H (-1.9151, 0.2795, 0.1912)

Output
- structure (SMILES) = C1N=NNP1
- frontier orbital gap (alpha / beta) (eV) = 9.17 / 7.92
- total charge = 0

Of them, the most stable is <one> and the least stable is <two>.